(a)
The following is a DFT calculation (ωB97M-V with the def2-TZVPD basis set) of a single C3H5BrO molecule.

Last column: natural (NBO) charge in e.
Geometry (Å):
C -0.46805 -0.48430 0.01959  -0.49
C -0.21104 0.88921 0.64620  0.16
C 1.02511 -1.04124 0.28634  -0.39
O 0.12469 1.85731 -0.20096  -0.67
Br 1.54524 -2.23038 1.61241  0.08
H -1.26415 -1.06439 0.45557  0.23
H -0.68373 -0.21015 -1.07402  0.20
H 0.16677 1.05973 1.61987  0.19
H 1.80252 -0.62185 -0.33539  0.20
H 0.03848 1.65436 -1.21886  0.49

Values from the calculation:
- LUMO (alpha / beta) (eV) = 0.43 / 0.62
- Kohn-Sham gap (alpha / beta) (eV) = 7.5 / 8.2

=====

(b)
The following is a DFT calculation (ωB97M-V with the def2-TZVPD basis set) of a single C3H5BrO molecule.

Last column: natural (NBO) charge in e.
Geometry (Å):
C -0.84417 -1.21653 0.39188  -0.15
C -0.76879 -0.10254 -0.63297  0.23
C 0.22286 0.94539 -0.55903  -0.76
O 0.24326 -1.92780 -0.00152  -0.62
Br -1.50124 -0.50254 -2.31962  0.17
H -0.77424 -0.87568 1.44179  0.15
H -1.78582 -1.77625 0.52496  0.17
H -0.03760 1.75559 0.15251  0.26
H 0.29308 1.49254 -1.56673  0.24
H 1.17569 0.40125 -0.19965  0.32

Values from the calculation:
- LUMO (alpha / beta) (eV) = -1.34 / -1.34
- Kohn-Sham gap (alpha / beta) (eV) = 7.5 / 7.5

=====

(c)
The following is a DFT calculation (ωB97M-V with the def2-TZVPD basis set) of 2 unconnected molecules or ions with the total composition C3H5BrO.

Last column: natural (NBO) charge in e.
Geometry (Å):
C -0.67146 -2.31033 -0.18666  0.49
C -0.65627 -0.23222 0.31366  -0.35
C 0.14678 0.80378 -0.42246  -0.69
O -0.11831 -3.32324 0.12795  -0.48
Br -2.51066 0.19293 0.16437  0.01
H -1.39391 -2.22352 -1.00010  0.11
H -0.44818 -0.30514 1.41445  0.21
H -0.23728 0.96971 -1.52663  0.22
H 1.20009 0.57470 -0.61078  0.24
H -0.18396 1.82025 0.05312  0.24

Values from the calculation:
- LUMO (eV) = 0.57
- Kohn-Sham gap (eV) = 9.5

=====

(c) ends up most stable, edging out the next structure by 0.894 eV.

=====

(a)
The following is a DFT calculation (ωB97M-V with the def2-TZVPD basis set) of 7 unconnected molecules or ions with the total composition C10H34O10.

Last column: natural (NBO) charge in e.
Geometry (Å):
O 2.52244 2.30598 -1.55844  -0.76
C 2.12602 3.65153 -1.88573  -0.09
C 2.76406 4.61757 -0.89522  -0.10
O 4.06680 4.20151 -0.51073  -0.71
H 3.31829 2.06112 -2.03527  0.49
H 2.54405 3.81056 -2.88396  0.17
H 1.04145 3.71016 -1.89936  0.20
H 2.12401 4.65418 -0.00158  0.16
H 2.83016 5.64346 -1.24999  0.19
H 3.94869 3.33099 -0.11973  0.47
O 0.40223 -5.80889 2.36119  -0.74
C 1.67181 -5.17916 2.05352  -0.10
C 1.38470 -3.97192 1.20086  -0.09
O 0.93044 -4.36128 -0.08160  -0.71
H 0.05656 -5.40659 3.16200  0.47
H 2.15359 -4.88930 2.99095  0.17
H 2.22965 -5.94834 1.53021  0.19
H 2.32455 -3.42852 1.03490  0.17
H 0.72715 -3.23862 1.67968  0.17
H 0.18821 -4.94675 0.12148  0.47
O -3.28311 -3.58916 -2.77860  -0.72
C -2.50194 -3.42491 -1.60766  -0.08
C -3.35687 -3.45703 -0.38939  -0.08
O -2.51290 -3.07176 0.70748  -0.73
H -2.70144 -3.42031 -3.52406  0.47
H -1.74296 -4.21802 -1.55371  0.15
H -1.94269 -2.48200 -1.60759  0.18
H -3.76900 -4.43820 -0.13889  0.16
H -4.18135 -2.74366 -0.50168  0.17
H -3.05388 -3.09460 1.50107  0.47
C -0.81935 5.00575 0.98005  -0.24
O -1.37418 3.76479 0.56346  -0.74
H -0.21499 4.86705 1.88623  0.16
H -0.12974 5.28911 0.17826  0.15
H -1.54128 5.77732 1.22560  0.18
H -0.67005 3.11298 0.66479  0.48
C -2.82576 0.62391 -1.77672  -0.25
O -1.94872 0.02449 -2.72449  -0.74
H -2.60403 1.69729 -1.72205  0.17
H -3.84428 0.52692 -2.14040  0.18
H -2.66355 0.23101 -0.77061  0.17
H -1.06016 0.30026 -2.47129  0.48
C 0.61303 2.01823 2.80574  -0.26
O 1.30301 2.44606 1.64677  -0.74
H 0.02368 2.79568 3.29814  0.17
H -0.07481 1.20937 2.54861  0.18
H 1.29280 1.59620 3.55103  0.17
H 2.24525 2.50045 1.81720  0.47
C 0.62738 -0.44031 -0.35813  -0.25
O 0.23410 0.87770 -0.61554  -0.76
H 1.40245 -0.80499 -1.03998  0.17
H 0.96133 -0.59577 0.67831  0.15
H -0.22216 -1.12004 -0.46781  0.19
H 0.98130 1.42850 -0.87731  0.50

Values from the calculation:
- LUMO (eV) = 0.19
- Kohn-Sham gap (eV) = 9.8
- structure (SMILES) = OCCO.OCCO.OCCO.CO.CO.CO.CO

=====

(b)
The following is a DFT calculation (ωB97M-V with the def2-TZVPD basis set) of 7 unconnected molecules or ions with the total composition C10H34O10.

Last column: natural (NBO) charge in e.
Geometry (Å):
O 1.04676 1.89138 -2.58200  -0.75
C 0.15366 1.64061 -3.65187  -0.09
C -0.58907 0.38250 -3.24745  -0.10
O 0.37126 -0.58254 -2.95678  -0.77
H 1.89858 2.18202 -2.84162  0.49
H -0.59388 2.50876 -3.70423  0.18
H 0.76479 1.47270 -4.52653  0.19
H -1.27412 -0.04696 -4.02862  0.17
H -1.28842 0.58057 -2.42375  0.18
H -0.03114 -1.09355 -2.22695  0.51
O -2.03466 3.94333 3.35400  -0.73
C -0.73221 3.58013 3.74314  -0.09
C -0.86311 2.33310 4.60944  -0.08
O -1.44243 1.21633 3.89879  -0.75
H -2.00833 4.30896 2.47276  0.48
H -0.09080 3.35106 2.89063  0.17
H -0.23200 4.39620 4.25710  0.17
H -1.44341 2.62783 5.50534  0.17
H 0.12704 2.05014 4.94954  0.18
H -2.34830 1.44273 3.60815  0.49
O -1.46400 -3.43972 -2.84771  -0.71
C -2.11999 -2.90809 -1.70476  -0.09
C -1.31438 -2.64559 -0.47115  -0.09
O -0.37134 -1.64040 -0.71936  -0.79
H -0.78606 -2.82778 -3.09863  0.47
H -2.68549 -2.02767 -1.92558  0.16
H -2.80374 -3.76029 -1.37607  0.19
H -0.78785 -3.49647 -0.00756  0.18
H -2.09019 -2.34305 0.22749  0.17
H -0.02182 -1.19967 0.10250  0.54
C 2.54490 0.07442 -0.25993  -0.26
O 2.63083 -0.81510 -1.35576  -0.77
H 3.25178 0.90895 -0.28444  0.16
H 1.56747 0.55068 -0.08794  0.18
H 2.75032 -0.44012 0.66701  0.17
H 1.88574 -0.60285 -1.96895  0.51
C -1.12296 3.54467 -0.89473  -0.24
O -0.44512 2.45603 -0.41610  -0.74
H -1.41441 4.18285 -0.04527  0.16
H -0.51566 4.24775 -1.55869  0.15
H -2.07459 3.36371 -1.45538  0.15
H 0.09100 2.10999 -1.14210  0.50
C 1.79256 -4.48165 -0.61371  -0.25
O 1.92671 -3.28797 0.04537  -0.75
H 2.74579 -4.92327 -1.06433  0.15
H 1.46281 -5.21948 0.16995  0.17
H 1.03066 -4.49480 -1.40140  0.16
H 2.17543 -2.58701 -0.55884  0.50
C 1.02393 -1.31970 2.95821  -0.26
O 0.14707 -0.61006 2.08453  -0.77
H 1.80964 -1.63806 2.24918  0.19
H 1.48083 -0.69433 3.76006  0.17
H 0.59451 -2.27694 3.27177  0.17
H -0.28458 0.05572 2.62322  0.50

Values from the calculation:
- LUMO (eV) = 0.49
- Kohn-Sham gap (eV) = 10.1
- structure (SMILES) = OCCO.OCCO.OCCO.CO.CO.CO.CO

=====

(b) ends up most stable, edging out the next structure by 0.382 eV.

=====

(a)
The following is a DFT calculation (ωB97M-V with the def2-TZVPD basis set) of 2 unconnected molecules or ions with the total composition C4H12O2S2.

Last column: natural (NBO) charge in e.
Geometry (Å):
C 0.37100 1.99100 50.94100  -0.82
S 1.88300 2.83900 51.66800  1.24
O 2.66400 3.50400 50.53100  -0.97
C 1.08400 4.14600 52.47700  -0.86
H -0.22900 1.57700 51.78500  0.22
H 0.62000 1.11400 50.35000  0.24
H -0.08000 2.79600 50.27100  0.24
H 0.71400 5.07800 52.23200  0.25
H 1.91300 4.45000 53.05000  0.23
H 0.21200 3.55900 52.99000  0.22
C 3.50400 3.82100 56.95500  -0.84
S 3.46500 5.55500 57.29000  1.24
O 4.71200 5.91700 58.13000  -0.99
C 3.85300 6.19600 55.75600  -0.87
H 3.56800 3.34000 57.94700  0.26
H 4.42900 3.59100 56.39200  0.23
H 2.69300 3.71600 56.23300  0.23
H 4.90600 5.87900 55.30700  0.26
H 3.76300 7.31600 55.77100  0.26
H 2.95000 5.85300 55.19400  0.21

Values from the calculation:
- LUMO (eV) = 0.36
- Kohn-Sham gap (eV) = 9.3

=====

(b)
The following is a DFT calculation (ωB97M-V with the def2-TZVPD basis set) of 3 unconnected molecules or ions with the total composition C4H12O2S2.

Last column: natural (NBO) charge in e.
Geometry (Å):
C -0.67391 0.13132 -0.72931  -0.46
C -1.89025 -0.43084 -1.48069  -0.07
O -1.57306 -1.50459 -2.36006  -0.71
C 0.37290 -0.83249 -0.21608  -0.58
S -0.33055 -2.09801 0.82560  0.10
S 0.58156 1.96605 1.34521  0.04
C 0.41208 0.63147 2.55591  -0.77
H -1.10979 0.64550 0.14553  0.22
H -0.10985 0.76864 -1.41929  0.23
H -2.45928 0.30484 -2.03989  0.19
H -2.55838 -0.81089 -0.70020  0.16
H -1.28230 -2.22620 -1.79455  0.46
H 1.02509 -1.25264 -0.97066  0.27
H 0.99238 -0.36742 0.58387  0.27
H -0.10712 -0.22613 2.07004  0.22
H -0.08166 1.07561 3.42191  0.25
H 1.41444 0.35678 2.86709  0.23
H 1.91609 1.29944 -0.12404  0.46
H 3.00727 1.64708 -1.13697  0.47
O 2.45433 0.92249 -0.84341  -0.98

Values from the calculation:
- LUMO (eV) = -4.07
- Kohn-Sham gap (eV) = 4.8

=====

(a) ends up most stable, edging out the next structure by 0.976 eV.

=====

(a)
The following is a DFT calculation (ωB97M-V with the def2-TZVPD basis set) of a gas-phase ion, C10H13N2S (charge +1).

Last column: natural (NBO) charge in e.
Geometry (Å):
C -3.50935 -0.07299 1.36878  -0.64
C -2.23661 0.33938 0.72252  0.03
C -2.14787 1.46327 -0.09493  -0.18
C -1.03019 1.74654 -0.88299  -0.16
C 0.16323 0.96850 -0.69686  0.09
C 0.06569 -0.25451 0.00602  -0.13
C -1.10753 -0.52748 0.69386  -0.18
C 1.27288 -1.12166 0.08525  -0.06
N 1.32021 -1.88797 -1.27251  -0.71
C 2.56941 -0.27291 0.04635  -0.41
S 2.82466 0.33443 1.81573  0.00
C 2.46638 0.97069 -0.82544  0.08
N 1.35040 1.44794 -1.21783  -0.41
H -3.16058 -0.48678 2.33807  0.23
H -4.20210 0.71985 1.45363  0.24
H -4.02518 -0.92814 0.80058  0.24
H -3.02080 1.94907 -0.16465  0.22
H -0.88998 2.60598 -1.60052  0.25
H -1.24028 -1.49021 1.09839  0.20
H 1.08460 -1.85751 0.92899  0.27
H 2.18350 -2.37794 -1.35517  0.43
H 1.33099 -1.15194 -2.01071  0.45
H 0.55861 -2.61540 -1.57611  0.47
H 3.41459 -0.86510 -0.23464  0.24
H 2.59925 1.70918 1.71507  0.17
H 3.36607 1.65571 -1.14086  0.25

Values from the calculation:
- LUMO (eV) = -3.77
- Kohn-Sham gap (eV) = 8.3
- structure (SMILES) = Cc1ccc2c(c1)[C@@H]([NH3+])[C@H](S)C=N2
- net charge = +1

=====

(b)
The following is a DFT calculation (ωB97M-V with the def2-TZVPD basis set) of a gas-phase ion, C10H13N2S (charge +1).

Last column: natural (NBO) charge in e.
Geometry (Å):
C 2.79093 -1.52212 -0.57672  -0.23
C 3.09735 -0.98366 0.66590  -0.10
C 1.62364 -1.14780 -1.17551  -0.10
C 2.24818 -0.04870 1.19775  -0.24
C -0.44280 0.11137 -1.30400  0.28
C 0.69231 -0.25187 -0.67974  -0.25
C 1.03465 0.25796 0.57392  0.23
C -0.11252 2.27155 0.89226  0.10
C -3.34858 -0.89305 0.21403  -0.65
C -2.01707 -0.30886 0.50265  -0.24
N 0.30420 1.17245 1.18723  -0.42
N -1.58167 0.39294 -0.72500  -0.46
S 0.49531 3.15479 -0.60141  -0.06
H 3.40835 -2.39029 -1.08135  0.26
H 4.02198 -1.15498 1.19622  0.25
H 1.36672 -1.59017 -2.07732  0.22
H 2.39459 0.53966 2.11086  0.25
H -0.43992 0.04727 -2.33573  0.22
H -0.70684 2.84822 1.51323  0.21
H -4.04797 -0.08957 0.23304  0.22
H -3.45787 -1.47620 -0.73607  0.23
H -3.64711 -1.62091 1.01388  0.26
H -1.23836 -1.13448 0.61974  0.22
H -1.84085 0.40270 1.42157  0.24
H -2.33560 0.69648 -1.28819  0.42
H 1.73896 2.71728 -0.76124  0.15

Values from the calculation:
- LUMO (eV) = -4.93
- Kohn-Sham gap (eV) = 7.5
- net charge = +1

=====

(a) ends up most stable, edging out the next structure by 0.668 eV.